# C28H84O14S14

14 unconnected molecules or ions with the total composition C28H84O14S14 in a non-equilibrium geometry (ωB97M-V with the def2-TZVPD basis set, the OMol25 dataset).

The value obtained for the HOMO-LUMO gap is 0.32306 hartree. The calculation puts the largest force on an atom at 3.47 eV Å⁻¹. The calculation puts the lowest unoccupied orbital energy at 0.185 eV. Its molecular weight is 1093.90 u. The calculation puts the relative energy (zero: lowest compared OMol25 entry of this formula, charge and spin) at 0.037 eV.

CARTESIAN COORDINATES (ANGSTROEM)
O  -4.3830  -1.4413  -5.3151
H  -1.0947  2.3119  -1.8322
H  0.0618  -3.9357  -1.0544
H  1.4077  -1.5960  -5.8100
H  3.5669  1.2777  -2.6039
H  -1.6801  -2.8502  3.6728
H  0.9181  6.5478  0.9840
H  1.1896  -3.3754  3.2983
H  -6.0141  4.7083  -2.1255
O  3.8202  4.7260  1.6026
H  2.5234  2.5945  5.6359
H  3.2044  -2.5010  -2.7040
H  -2.6915  0.1106  -3.7836
H  6.8328  -0.5093  -2.1013
H  -1.3474  -0.0066  -0.8381
C  0.5332  4.6370  -2.4098
C  1.6417  -5.8843  4.0037
C  3.5954  6.5110  -0.4294
H  -4.1328  3.6074  3.0715
O  0.7443  0.0950  3.9984
H  0.0715  1.2192  -2.7637
H  -5.9146  -2.7437  -0.0344
C  1.5301  5.6664  1.0930
H  -0.8890  -3.8235  1.3133
H  2.7555  -4.2071  -2.5244
C  4.4802  0.8592  -2.1657
H  4.2850  -0.0675  -1.5978
H  3.1544  -1.9458  -5.5530
H  -0.9818  -1.7390  -0.8381
H  1.2331  5.3857  -1.9625
O  5.3677  1.5899  -4.5336
H  7.6673  0.0571  -3.6293
C  3.9435  -2.5188  1.7456
H  -1.8288  2.1499  2.4464
H  2.8875  2.5820  2.8071
S  -2.5087  4.2712  1.4677
H  1.1199  -5.8246  3.0378
H  -3.1993  0.0012  5.6150
O  0.7536  -2.0995  1.0925
O  -1.3394  5.1412  1.4835
H  -2.4711  -2.2494  5.1420
S  -5.3175  -0.5218  -0.1502
H  2.2637  -0.9506  -4.3864
H  1.8893  1.1428  6.3559
H  4.9756  1.6183  -1.5970
H  -6.8719  -1.0133  -1.9024
O  -1.0544  -7.1376  0.1032
H  4.4135  -3.0582  2.5523
C  -2.7876  -3.3486  -4.4680
H  -3.4623  -3.6295  -3.6362
H  -4.8533  3.5129  -2.8742
H  -1.8542  -1.0443  0.5979
H  2.5860  -0.4581  -0.2190
H  0.9533  -2.5345  4.8444
H  -2.3226  -4.9889  1.1803
H  -2.8890  -4.0556  -5.2611
C  -1.9102  2.5432  1.4298
C  1.5987  -0.5240  -0.6509
H  -0.9540  2.6032  0.9496
H  3.0795  0.8332  2.9322
H  -0.6553  2.7415  -3.5111
O  -0.6022  -4.9033  4.6538
H  4.6651  6.7195  -0.3754
H  -3.1970  -1.1293  -2.6201
H  1.5546  -1.3897  -1.3640
S  4.5080  -3.3772  0.3164
C  -2.7393  0.4287  4.7570
C  -0.5834  -4.8463  -1.1181
H  -1.7587  0.8216  5.0213
H  -5.1940  7.0602  -1.3518
H  7.1824  1.2404  -2.4049
H  1.5839  -6.9023  4.3821
H  -1.5702  -1.0749  -3.1746
S  0.8343  -4.7873  5.0502
C  -0.3108  2.2428  -2.6183
C  3.1207  -4.4764  0.2688
H  -4.4307  -2.2917  0.8878
C  -4.9564  -2.2546  -0.0775
S  3.2178  6.0494  1.2618
O  -2.6234  5.1852  -2.6761
H  -3.3214  1.2881  4.4187
H  -6.1413  0.5707  -1.9703
O  0.4953  -2.4961  -3.3690
H  -3.6603  5.2434  3.3877
C  -4.9769  4.3482  -2.1639
H  2.7075  -5.5529  3.9195
O  1.0201  2.8104  -0.4974
O  -3.9022  -1.1091  2.9646
H  -4.7148  4.0803  -1.1367
O  -3.9896  0.1213  -0.3153
C  2.9356  -3.4034  -3.2595
H  2.8323  -4.8511  1.2454
S  1.5356  -3.1590  -4.2262
H  1.2976  5.1796  2.0300
C  -3.2960  4.2731  3.0867
C  -4.1424  6.8338  -1.5674
H  3.4430  5.6208  -1.0919
H  0.6260  4.8590  -3.4829
S  -0.2820  -5.8739  0.3076
H  -5.2378  -0.8618  -2.5052
S  -3.9921  5.6106  -2.8071
H  -1.0507  -5.2405  2.4020
H  -3.5712  6.4550  -0.6961
H  -4.4569  -2.5246  -1.0013
H  3.6351  -3.7528  -4.0025
H  3.3044  1.0030  5.2238
C  -1.0963  -0.8683  -0.1981
C  2.1640  -1.7540  -5.0818
C  2.3760  1.6371  2.7884
H  -1.7791  -3.3956  -4.0696
H  2.5571  -3.3545  4.5354
H  -0.2862  -5.4197  -2.0072
H  -3.6334  7.7190  -1.9115
C  2.3645  1.5051  5.4572
C  6.9052  0.2845  -2.8612
C  -1.2265  -4.8814  1.3733
H  -2.5007  3.9245  3.7400
O  4.3959  -2.4036  -0.8139
H  -1.6408  -4.5672  -1.1957
H  1.8037  1.4931  1.8765
H  -0.4634  4.8748  -2.0710
C  -5.9525  -0.4745  -1.7955
C  -2.6102  -0.9314  -3.5024
H  2.9712  7.3769  -0.7216
S  -2.5414  -0.6627  3.3745
H  2.8437  -2.6509  1.7165
S  1.2302  1.4899  4.1495
S  -3.0020  -1.6843  -4.9840
H  1.3906  0.4428  -1.1461
H  2.2973  -3.8533  -0.0540
S  0.4601  -0.6640  0.6387
S  1.0941  3.0402  -2.0210
C  -1.7874  -1.9890  4.3112
H  4.2283  -1.4918  1.5304
H  1.3757  4.9324  0.3084
H  -0.7973  -1.6422  4.5300
H  -2.6712  1.9854  0.8484
C  1.4810  -3.3236  4.3672
H  3.3051  -5.3321  -0.3535
S  5.3072  0.3895  -3.6597

# C6H16NO

2 unconnected molecules or ions with the total composition C6H16NO in a non-equilibrium geometry (ωB97M-V with the def2-TZVPD basis set, the OMol25 dataset).

The value obtained for the HOMO-LUMO gap is 0.17997 hartree. The calculation puts the largest force on an atom at 2.31 eV Å⁻¹. The calculation puts the lowest unoccupied orbital energy at -7.357 eV. Its molecular weight is 118.20 u. The calculation puts the relative energy (zero: lowest compared OMol25 entry of this formula, charge and spin) at 3.660 eV. Its total charge is +1.

CARTESIAN COORDINATES (ANGSTROEM)
O  -0.6131  -0.9883  1.1237
H  -1.2985  -1.2467  0.5138
H  -1.1009  2.1958  -2.9074
C  -0.2514  0.6218  -1.7572
H  1.8885  0.1604  -1.8721
H  -0.5197  -0.1543  -2.4757
H  1.6294  2.1086  -0.3468
H  1.3137  -1.1630  1.4817
N  -2.6927  -1.1942  3.5230
H  -0.9965  0.6328  -0.9627
H  0.5423  -2.6611  0.8563
H  -2.9843  -0.3017  3.8939
H  0.1133  2.7585  -1.7556
H  -2.6198  -1.9158  4.2210
H  -1.8137  -1.1141  3.0547
C  1.0068  -1.2182  -0.6427
C  1.5175  1.1063  0.0490
C  1.1111  0.1635  -1.1011
H  0.7614  1.1105  0.8331
H  0.6329  1.9483  -3.2298
C  -0.1367  1.9664  -2.4592
H  2.4661  0.7925  0.4861
C  0.6418  -1.5823  0.7314
H  1.4026  -2.0258  -1.2572

# C5H9N4S

A gas-phase ion, C5H9N4S (charge +1) in a non-equilibrium geometry (ωB97M-V with the def2-TZVPD basis set, the OMol25 dataset).

The value obtained for the HOMO-LUMO gap (spin up / spin down) is 0.17452 / 0.23758 hartree. Its spin multiplicity is 3. The calculation puts the largest force on an atom at 8.36 eV Å⁻¹. The calculation puts the lowest unoccupied orbital energy (spin up / spin down) at -3.883 / -6.019 eV. Its molecular weight is 157.22 u. The calculation puts the relative energy (zero: lowest compared OMol25 entry of this formula, charge and spin) at 1.938 eV. Its total charge is +1.

CARTESIAN COORDINATES (ANGSTROEM)
H  -1.0709  -2.4150  0.9439
H  1.8843  3.9823  0.1115
C  -0.7773  2.0304  0.5744
H  1.4708  -0.8061  -2.3245
H  0.5552  0.4716  -2.1820
C  0.1123  1.0629  0.2728
C  -0.1527  3.3376  0.4718
C  1.1559  3.2926  0.3321
C  0.2270  -1.0887  -0.7783
H  -1.7563  1.9682  0.6880
N  -0.1000  -0.2680  0.3105
H  -0.0252  -3.8750  0.4178
H  0.5096  -2.7175  1.3740
N  0.3318  -2.3922  -0.7267
N  -0.0917  -2.8831  0.5831
H  -0.6251  4.3265  0.4780
H  -0.6914  -0.7026  0.9791
N  0.6394  -0.5225  -1.9254
S  1.7933  1.6601  0.3183

# C34H36CdN2O2P

A molecular structure, C34H36CdN2O2P in a non-equilibrium geometry (ωB97M-V with the def2-TZVPD basis set, the OMol25 dataset).

The value obtained for the HOMO-LUMO gap is 0.29261 hartree. The calculation puts the largest force on an atom at 3.11 eV Å⁻¹. The calculation puts the lowest unoccupied orbital energy at -2.354 eV. Its molecular weight is 648.06 u. The calculation puts the relative energy (zero: lowest compared OMol25 entry of this formula, charge and spin) at 0.663 eV. Its total charge is +1.

CARTESIAN COORDINATES (ANGSTROEM)
H  -3.9101  -0.2916  -2.5944
C  -2.3588  1.8502  1.8681
H  -2.0987  2.8629  1.5680
O  -2.9752  -0.1264  -4.4990
H  -4.9073  -0.4107  -3.9352
H  -2.1124  2.0845  5.8496
C  -1.0726  2.4632  3.9298
H  -0.4915  1.2622  5.5416
H  -0.2983  1.8842  -1.0101
H  3.9679  -1.3050  -0.6087
H  1.0989  1.8563  3.7066
C  -1.6006  -0.4068  -4.2325
C  4.1273  -2.4826  2.6170
H  5.4886  -2.4555  0.8876
C  -4.3386  -1.1786  0.7341
C  1.9699  -1.8177  -2.7622
C  1.9642  -0.6031  -2.0204
C  -2.1149  0.2010  3.5409
H  -0.6413  3.0069  5.8960
C  -1.9642  -2.6332  -1.8572
C  -1.2938  -1.9295  -4.0787
H  2.5215  -2.3920  3.9952
H  -1.6900  -0.0995  4.4789
P  1.2209  -0.4288  -0.3665
C  -3.6844  -2.2628  -3.4689
H  4.9051  -2.7972  3.3192
C  1.5527  1.2938  -0.0326
H  -3.0638  -1.6393  3.2478
H  3.4023  1.0859  1.0755
H  -1.2341  0.1634  -3.3306
C  -2.8410  -0.6887  2.7943
C  2.9673  3.1327  0.5531
C  3.6244  -1.6164  0.3972
H  0.4967  2.5135  2.2821
H  1.5493  -2.6704  -2.2594
H  -5.3092  -1.0760  1.1659
H  -0.3345  -2.0553  -3.6116
C  0.3824  2.6386  3.3906
C  3.4241  -0.9059  -4.4625
C  3.2682  0.3832  -3.8251
H  0.1184  4.3977  -0.6696
H  0.7246  3.6366  3.6799
O  0.3602  -1.4948  3.8067
N  -1.6826  -2.7074  -0.7487
H  2.5707  1.4643  -2.1490
Cd  -0.8492  -1.4498  0.9805
C  -1.8778  1.4788  3.1287
H  2.8061  -2.9848  -4.3622
H  -4.2756  -2.6049  -2.6022
C  2.3227  -1.3838  0.8067
N  -2.2578  -2.5206  -3.1547
C  -3.8990  -0.7177  -3.6006
C  4.5142  -2.2060  1.2720
C  0.8490  3.6075  -0.4424
H  4.0412  -0.9872  -5.3446
C  0.5456  -1.4785  2.6104
C  2.7064  1.7627  0.6331
H  -1.0734  0.0144  -5.1004
C  -2.9904  0.9142  1.0226
C  2.0792  4.0429  -0.0033
H  -1.5627  3.3683  3.8295
C  1.9487  -1.6778  2.1146
H  -1.3572  -2.4808  -5.0618
C  -1.0997  2.1866  5.4270
H  3.6618  1.2411  -4.4188
C  2.7452  -1.9865  -3.8936
H  -4.3655  -0.8151  -0.2562
C  0.6195  2.2213  -0.5760
H  3.8849  3.5530  0.9699
H  2.4256  5.0640  0.0198
C  2.8534  -2.2195  2.9888
H  -4.0519  -2.2300  0.6471
H  -3.3169  1.2238  0.0553
C  -3.3199  -0.3367  1.5112
C  2.5639  0.4892  -2.6506
H  -3.9578  -2.7939  -4.3523